{
  "formula": "C15H29Cl2N4O3P2",
  "method": "ωB97M-V/def2-TZVPD",
  "charge": 1,
  "total_energy_ha": -2636.28020,
  "symbols": ["C", "N", "C", "C", "P", "O", "Cl", "O", "C", "C", "C", "O", "Cl", "C", "P", "N", "H", "H", "H", "H", "H", "H", "H", "H", "H", "H", "H", "H", "H", "H", "H", "C", "C", "C", "C", "N", "H", "H", "H", "H", "H", "H", "H", "C", "C", "C", "C", "N", "H", "H", "H", "H", "H", "H", "H"],
  "positions_angstrom": [[-1.52918, -2.03410, 3.51319], [-0.45299, -2.85612, 2.84901], [0.93996, -2.68978, 3.46758], [1.54247, -1.18206, 3.30118], [3.47269, -1.24429, 3.13361], [4.03751, -0.22861, 1.85284], [4.26434, -0.32121, 4.91594], [0.89786, -0.32004, 2.31324], [0.38199, -1.01095, 1.13819], [-0.66201, 0.05887, 0.39847], [-1.81244, 0.65247, 1.42074], [-3.08917, 0.27047, 1.47986], [-1.33171, 2.04757, 2.60200], [-0.22682, -2.50379, 1.36157], [-1.76165, -2.97152, 0.32077], [-1.49935, -2.90830, -1.30887], [-1.81821, -2.59109, 4.51909], [-2.51764, -1.90589, 2.90216], [-1.18811, -0.94496, 3.83606], [-0.70826, -3.87285, 2.88543], [1.70586, -3.51664, 3.07570], [0.81181, -2.91510, 4.62711], [1.36957, -0.64889, 4.35990], [3.98864, -0.78106, 1.01745], [1.29123, -1.11418, 0.37120], [-1.07242, -0.32607, -0.62686], [0.02708, 0.99880, 0.13024], [0.62922, -3.26313, 1.02287], [-2.92120, -2.14582, 0.54648], [-2.17893, -4.34513, 0.57475], [-1.65458, -3.88705, -1.70251], [1.00783, 1.00476, -4.48410], [1.35765, -0.47635, -4.38109], [1.16358, -1.03689, -2.97082], [2.06376, -0.29617, -1.99546], [2.81068, 0.31831, -1.18636], [1.65714, 1.61845, -3.85170], [1.13391, 1.35419, -5.51384], [-0.03207, 1.18385, -4.18787], [2.39833, -0.61777, -4.69757], [0.72921, -1.03947, -5.07987], [1.41380, -2.10281, -2.95246], [0.12084, -0.92739, -2.65336], [-0.44046, 5.26451, -1.16287], [-1.47990, 4.29955, -0.60154], [-1.55110, 2.98360, -1.37869], [-1.93275, 3.26061, -2.82366], [-2.24947, 3.49047, -4.02240], [-0.67815, 5.56274, -2.18889], [-0.40483, 6.17746, -0.55986], [0.55800, 4.81256, -1.15715], [-2.46082, 4.79036, -0.61058], [-1.23695, 4.08470, 0.44495], [-2.29943, 2.32213, -0.92971], [-0.58431, 2.46906, -1.35349]]
}

{
  "formula": "C15H29Cl5NO2P2S4ScSi",
  "method": "ωB97M-V/def2-TZVPD",
  "e_above_lowest_kcal_mol": 8.2,
  "total_energy_ha": -6421.18553,
  "symbols": ["Sc", "C", "C", "S", "C", "C", "S", "C", "C", "S", "H", "H", "H", "H", "H", "H", "H", "H", "H", "H", "H", "H", "C", "P", "C", "C", "C", "P", "C", "C", "H", "H", "H", "H", "H", "H", "H", "H", "H", "H", "H", "H", "H", "H", "H", "H", "S", "C", "N", "Cl", "C", "Cl", "C", "O", "O", "H", "Cl", "Si", "Cl", "Cl"],
  "positions_angstrom": [[-0.08141, -1.19635, -0.02664], [-1.33991, 0.00011, -3.59896], [-0.82285, 1.41171, -3.85033], [0.36585, 2.01269, -2.62379], [-0.33709, 3.63488, -2.24223], [-1.75228, 3.64829, -1.67106], [-1.96365, 2.60400, -0.20503], [-3.45411, 1.68538, -0.63023], [-3.40225, 0.78734, -1.86033], [-2.02053, -0.38655, -1.96869], [-0.54576, -0.73082, -3.72574], [-2.11573, -0.22705, -4.33315], [-1.64888, 2.12012, -3.89769], [-0.35316, 1.41821, -4.83532], [-0.30715, 4.27130, -3.12932], [0.36093, 4.07271, -1.52546], [-2.46922, 3.32460, -2.42469], [-2.01417, 4.67681, -1.41732], [-4.28663, 2.38131, -0.75645], [-3.67310, 1.09779, 0.25876], [-3.36218, 1.37969, -2.77393], [-4.32364, 0.20661, -1.89114], [0.03211, -1.56409, 4.14121], [0.69116, -2.06514, 2.51472], [0.93639, -3.85617, 2.68743], [2.40190, -1.41852, 2.61116], [2.42409, 0.11177, 2.54223], [1.20142, 0.89622, 1.37779], [2.27581, 2.00372, 0.40751], [0.36149, 2.08116, 2.48375], [0.71561, -1.89956, 4.92407], [-0.95020, -2.00301, 4.30176], [-0.07582, -0.48149, 4.19690], [1.45489, -4.07870, 3.62183], [1.52137, -4.21664, 1.84245], [-0.02841, -4.35993, 2.67283], [2.95184, -1.84728, 1.77525], [2.87388, -1.76157, 3.53615], [3.41869, 0.46061, 2.25933], [2.21367, 0.52969, 3.52926], [2.89796, 2.60376, 1.07448], [1.66210, 2.66672, -0.19976], [2.91270, 1.41763, -0.25445], [1.09197, 2.61868, 3.09165], [-0.34244, 1.55921, 3.13080], [-0.21039, 2.79509, 1.89389], [0.25672, -5.47467, -1.93300], [0.09529, -4.19185, -0.99634], [-0.02244, -3.24809, -0.29146], [3.88314, 0.14853, -2.83134], [3.13891, -1.44528, -2.55806], [4.31333, -2.63512, -2.01629], [2.02341, -1.25156, -1.53987], [0.85927, -1.06541, -1.99583], [2.25030, -1.26071, -0.31426], [2.71966, -1.77489, -3.50120], [-2.69953, -3.23443, 2.49835], [-2.52334, -1.49950, 1.31756], [-2.76774, 0.06146, 2.75359], [-4.41185, -1.51340, 0.37463]]
}

{
  "formula": "C15H29F3O33S9",
  "method": "ωB97M-V/def2-TZVPD",
  "total_energy_ha": -6954.73739,
  "symbols": ["O", "S", "O", "O", "S", "O", "O", "C", "F", "F", "F", "H", "C", "C", "O", "S", "O", "O", "O", "H", "H", "H", "H", "C", "C", "O", "S", "O", "O", "O", "H", "H", "H", "H", "C", "C", "O", "S", "O", "O", "O", "H", "H", "H", "H", "C", "C", "O", "S", "O", "O", "O", "H", "H", "H", "H", "C", "C", "O", "S", "O", "O", "O", "H", "H", "H", "H", "C", "C", "O", "S", "O", "O", "O", "H", "H", "H", "H", "C", "C", "O", "S", "O", "O", "O", "H", "H", "H", "H"],
  "positions_angstrom": [[1.14442, -5.63290, 1.50060], [0.26823, -4.91606, 2.60104], [-1.26111, -4.66567, 1.81534], [0.04812, -5.99794, 3.91316], [0.54172, -5.31282, 5.39439], [0.12291, -3.81929, 5.58291], [-0.22532, -6.09979, 6.52700], [2.38090, -5.61918, 5.75331], [2.51348, -5.51473, 7.25341], [2.65891, -7.02832, 5.29199], [3.28352, -4.61322, 5.14978], [-1.11587, -4.05397, 1.01100], [0.68590, 0.21393, -0.23646], [0.30744, -0.73336, -1.37186], [-0.10024, -1.93994, -0.73098], [-0.78766, -1.57269, 0.70185], [-2.22238, -1.55280, 0.52207], [-0.13425, -2.34443, 1.73329], [-0.26581, -0.03114, 0.79765], [1.68161, -0.01808, 0.15505], [0.65232, 1.26225, -0.54495], [1.14087, -0.92108, -2.05298], [-0.54604, -0.34733, -1.93921], [-1.73681, 5.39188, -1.80658], [-2.19149, 4.01799, -1.32138], [-1.21269, 3.10563, -1.81364], [0.23414, 3.85700, -1.86398], [0.96593, 3.50758, -0.66668], [0.78085, 3.70715, -3.19254], [-0.31442, 5.38318, -1.69741], [-1.99670, 5.54403, -2.85913], [-2.16028, 6.20230, -1.20727], [-3.18525, 3.75372, -1.69066], [-2.18370, 3.96389, -0.22761], [-4.87292, 8.71735, 0.22594], [-5.32636, 9.88948, -0.64021], [-4.74788, 9.65235, -1.92158], [-4.65188, 8.04316, -2.16999], [-5.79454, 7.63943, -2.95895], [-3.29170, 7.71677, -2.53021], [-4.90724, 7.57588, -0.62909], [-3.84224, 8.85571, 0.56814], [-5.52518, 8.56611, 1.09020], [-4.99929, 10.85283, -0.24177], [-6.41523, 9.89504, -0.75709], [1.70094, -4.37482, -4.02756], [0.71738, -4.07341, -5.15516], [0.59180, -2.65328, -5.17117], [2.00908, -1.99082, -4.70977], [2.74492, -1.62532, -5.89976], [1.75163, -1.06781, -3.62894], [2.68165, -3.34070, -4.09060], [1.20971, -4.31929, -3.05075], [2.17218, -5.35470, -4.14175], [-0.25544, -4.54479, -4.99643], [1.12008, -4.38772, -6.12386], [-0.36394, 12.26183, 0.88826], [-0.74240, 11.31454, -0.24714], [-1.15008, 10.10796, 0.39375], [-1.83750, 10.47521, 1.82658], [-3.27222, 10.49510, 1.64680], [-1.18409, 9.70347, 2.85801], [-1.31565, 12.01676, 1.92237], [0.63177, 12.02981, 1.27977], [-0.39752, 13.31015, 0.57977], [0.09103, 11.12682, -0.92826], [-1.59588, 11.70057, -0.81449], [5.94585, -5.99948, 7.46608], [5.49117, -7.37337, 7.95129], [6.46997, -8.28574, 7.45903], [7.91681, -7.53437, 7.40869], [8.64860, -7.88378, 8.60599], [8.46351, -7.68421, 6.08013], [7.36824, -6.00818, 7.57526], [5.68596, -5.84733, 6.41354], [5.52238, -5.18906, 8.06539], [4.49741, -7.63765, 7.58201], [5.49896, -7.42747, 9.04506], [-2.47016, -7.05335, -6.40133], [-2.55050, -8.51767, -5.97819], [-1.25428, -8.83224, -5.47455], [-0.61441, -7.49811, -4.78819], [-0.84234, -7.57084, -3.36205], [0.68905, -7.26727, -5.36623], [-1.65966, -6.41566, -5.41562], [-1.97204, -6.94998, -7.37073], [-3.45570, -6.58233, -6.44753], [-2.81204, -9.17751, -6.80883], [-3.27102, -8.65385, -5.16478]]
}

{
  "formula": "C15H29F5N2O4PS2",
  "method": "ωB97M-V/def2-TZVPD",
  "charge": 1,
  "total_energy_ha": -2635.85092,
  "symbols": ["C", "C", "C", "C", "C", "C", "C", "S", "O", "O", "C", "F", "F", "C", "F", "F", "F", "C", "N", "C", "P", "N", "H", "H", "H", "H", "H", "H", "H", "H", "H", "H", "H", "H", "H", "H", "H", "H", "H", "H", "H", "H", "H", "C", "C", "C", "S", "O", "O", "C", "H", "H", "H", "H", "H", "H", "H", "H"],
  "positions_angstrom": [[-5.64904, 0.72345, -0.69468], [-4.08757, 0.60612, -1.27983], [-3.49126, -0.88294, -0.94839], [-3.69929, -1.77407, -2.34793], [-1.93152, -0.92184, -0.45185], [-0.81344, -0.83882, -1.64795], [0.65841, -0.30821, -1.16599], [1.09487, 1.43245, -1.76378], [0.63836, 2.54180, -0.77398], [2.67274, 1.48805, -1.75242], [0.58490, 1.70855, -3.54449], [1.54825, 2.73099, -4.10004], [0.81152, 0.43815, -4.32510], [-0.91293, 2.34079, -3.75230], [-1.64188, 1.56141, -4.81265], [-1.76520, 2.35495, -2.54140], [-0.86999, 3.76489, -4.24585], [0.95282, -0.39432, 0.43908], [-0.23903, -0.21349, 1.34311], [-1.52226, 0.20394, 0.66629], [-2.85627, 0.31637, 2.07512], [-3.36826, -1.21772, 2.37401], [-6.40908, 0.22211, -1.44642], [-5.68187, 0.20435, 0.37877], [-5.89551, 1.88129, -0.57961], [-3.50862, 1.49994, -0.79670], [-4.13072, 0.83131, -2.44517], [-4.15078, -1.44404, -0.13716], [-3.35418, -2.88634, -2.23912], [-4.87431, -1.80122, -2.55076], [-3.21727, -1.22631, -3.28947], [-1.77561, -1.98232, 0.07375], [-0.65787, -1.94145, -2.06377], [-1.25581, -0.21205, -2.56248], [1.45649, -1.02468, -1.69059], [1.70445, 0.49872, 0.69007], [1.57928, -1.38156, 0.67865], [-0.00219, 0.56114, 2.03455], [-0.38163, -1.07303, 1.95370], [-1.50383, 1.26365, 0.17059], [-3.99176, 1.14645, 1.69310], [-2.23413, 0.91055, 3.25498], [-4.41422, -1.25174, 2.18474], [6.11570, 0.23175, 2.50787], [6.18501, -1.27996, 2.71889], [4.86901, -1.71406, 3.36214], [3.63803, -0.53567, 2.82571], [3.17739, 0.20693, 3.98004], [2.72500, -1.18498, 1.90635], [4.74948, 0.50038, 1.89465], [6.92326, 0.58915, 1.86232], [6.20135, 0.74415, 3.47356], [6.30373, -1.77849, 1.74920], [7.04042, -1.56304, 3.34021], [4.57598, -2.71691, 3.04128], [4.92434, -1.67329, 4.45344], [4.44118, 1.54432, 1.97293], [4.71538, 0.17441, 0.85080]]
}

no.,gap between HOMO and LUMO (eV)
1,8.208
2,8.287
3,9.047
4,8.414